115
Properties=species:S:1:pos:R:3:forces:R:3:mulliken_charge:R:1 method="wB97M-V/def2-TZVPD" multiplicity=1 orbital_gap_ev=6.609 e_homo_ev=-11.16 energy_ev=-70981.825 total_charge=+1 lumo_ev=-4.554
C -6.354075 -3.329239 0.993671 -0.327 -0.502 -0.649 -1.006
C -6.359966 -3.861221 -0.538330 0.218 -0.342 0.683 -0.275
C -5.766964 -5.365105 -0.604264 0.039 -0.043 -0.984 -0.696
C -4.497870 -5.460575 -1.615048 -0.281 -0.063 1.779 -0.750
C -3.232578 -4.824277 -0.841594 0.362 -1.050 -0.828 -0.050
C -1.966317 -5.804016 -1.134750 0.664 0.521 0.707 -0.981
C -0.629007 -5.210805 -0.461786 0.085 0.341 -1.068 -0.337
C 0.038902 -4.148115 -1.510172 -0.504 -0.135 0.326 -0.653
C 0.615208 -2.845464 -0.764977 -0.288 -0.635 0.484 -0.087
C 2.207783 -2.674003 -0.839890 -0.699 0.456 0.181 -0.868
C 2.637276 -1.322577 -0.042775 -1.113 0.203 -1.068 0.415
C 3.664648 -0.442335 -0.938738 0.677 -1.704 1.040 -1.178
N 3.266725 1.027014 -0.898885 -1.173 -2.291 -2.081 1.480
N 4.062168 1.757267 -0.124789 -3.305 4.109 -1.069 -1.293
C 3.606594 3.077419 -0.102985 0.467 1.928 -0.304 0.252
P 4.669549 4.214458 1.046823 0.413 -0.796 0.467 0.089
C 6.429014 4.211428 0.269294 -0.517 -0.019 0.255 -1.003
C 3.999219 5.973895 1.093669 -1.072 1.398 -0.550 -0.481
C 4.597189 6.828282 2.349145 0.321 -1.368 0.050 -0.948
C 2.436237 3.740715 -0.827033 -0.919 -4.729 -1.688 -0.456
C 1.593057 2.797051 -1.723806 4.212 0.145 3.609 -0.353
C 2.156189 1.371246 -1.660827 -0.976 2.048 -0.421 0.421
O 1.475457 0.348761 -2.396886 1.432 2.494 0.631 0.090
C 1.038842 0.816679 -3.681489 -0.916 1.758 -3.975 -0.304
O 1.743162 1.397941 -4.527038 -1.837 -2.288 4.104 -0.469
C -0.520660 0.556354 -4.018589 -2.540 -1.433 -0.187 0.918
C -0.845117 -0.780637 -4.755248 -2.521 2.332 1.011 -0.247
C -2.319409 -1.144949 -5.083670 0.750 3.617 2.120 -0.631
C -3.431989 -0.138676 -4.640762 3.055 0.872 0.649 -0.423
C -3.117806 1.220327 -3.928305 3.456 -2.461 -0.727 -0.681
C -1.641812 1.571451 -3.604891 -0.261 -3.311 -1.620 -0.019
H -5.274839 -3.329565 1.387210 -1.592 0.225 -0.591 0.226
H -6.944513 -4.078034 1.648014 0.809 1.377 -0.997 0.276
H -6.830789 -2.278880 1.030913 0.855 -1.690 0.212 0.314
H -7.427957 -3.849623 -0.975515 1.732 0.149 0.712 0.323
H -5.683061 -3.163889 -1.147697 -1.072 -0.971 0.709 0.176
H -5.431989 -5.683412 0.441002 -0.428 0.335 -1.424 0.344
H -6.554358 -6.123125 -0.964759 0.987 1.259 0.647 0.332
H -4.745744 -4.919609 -2.587505 0.442 -0.876 1.198 0.290
H -4.242693 -6.575769 -1.779927 -0.585 1.815 -0.057 0.370
H -3.452909 -4.831213 0.292034 0.495 0.176 -1.798 0.198
H -3.016010 -3.750070 -1.207975 -0.231 -1.656 0.724 0.120
H -1.779659 -5.887740 -2.273874 -0.476 -0.063 1.803 0.289
H -2.128229 -6.855050 -0.680405 -0.136 1.681 -0.898 0.391
H 0.142129 -6.023366 -0.246685 -1.164 1.000 -0.083 0.320
H -0.923956 -4.680241 0.513741 0.595 -0.793 -1.382 0.219
H -0.819280 -3.893700 -2.243734 1.491 0.007 1.127 0.250
H 0.860070 -4.629406 -2.150941 -1.145 0.480 1.010 0.336
H 0.353169 -2.966770 0.353210 0.333 0.421 -1.678 0.028
H 0.037989 -1.941231 -1.157040 1.105 -0.915 0.559 0.093
H 2.501879 -2.535761 -1.936258 -0.240 -0.457 1.469 0.307
H 2.691939 -3.620526 -0.394048 -0.591 1.548 -0.830 0.311
H 1.669671 -0.694084 0.064253 1.485 -1.063 -0.044 -0.266
H 3.004808 -1.518198 1.017798 -0.207 0.314 -1.555 0.485
H 4.705792 -0.601804 -0.464910 -1.625 1.055 -0.864 0.396
H 3.755668 -0.795168 -2.017727 -0.534 0.644 1.437 0.449
H 6.739703 3.111313 0.248621 -0.390 1.595 -0.212 0.320
H 6.434922 4.717444 -0.752493 0.314 -0.764 1.415 0.330
H 7.090620 4.734310 1.048298 -0.959 -0.626 -1.337 0.339
H 2.855993 5.915470 1.277746 1.777 -0.165 -0.274 0.267
H 4.116571 6.558288 0.111790 -0.060 -0.806 1.335 0.401
H 3.829226 7.586052 2.734997 1.279 -1.073 -0.753 0.323
H 5.609612 7.305789 2.103281 -1.663 -0.534 0.246 0.279
H 4.800037 6.046998 3.172698 -0.378 1.375 -0.996 0.264
H 2.207762 4.842457 -0.689979 0.403 -1.669 -0.240 0.339
H 0.674243 3.102988 -2.310243 1.463 -0.589 0.760 0.268
H 0.029607 -1.460073 -5.036254 -1.539 1.034 0.417 0.357
H -2.604488 -2.127378 -5.604767 0.582 1.802 0.919 0.392
H -4.522966 -0.387813 -4.836222 1.687 0.343 0.227 0.413
H -3.913176 1.961075 -3.597537 1.042 -1.311 -0.662 0.385
H -1.322752 2.543048 -3.074595 -0.853 -1.724 -0.972 0.110
N 0.010530 0.288201 2.268316 0.039 0.483 0.344 -0.205
C -0.702794 0.300377 3.406068 0.242 -0.236 -0.514 -0.560
C -0.786953 1.396442 4.251809 0.143 0.146 -0.095 -0.314
C -0.091746 2.545394 3.903322 -0.191 0.097 0.096 -0.574
C 0.652543 2.555307 2.733110 -0.040 0.190 0.028 -0.338
C 0.670742 1.414187 1.959326 -0.313 -0.679 0.024 0.225
H -1.224897 -0.623397 3.633375 0.004 0.049 0.033 0.463
H -1.379463 1.352222 5.157149 0.015 -0.018 -0.063 0.485
H -0.130392 3.424648 4.537256 0.003 -0.058 -0.041 0.469
H 1.208928 3.432480 2.424999 0.008 -0.011 0.064 0.475
H 1.236783 1.377616 1.033149 0.038 0.065 0.015 -0.027
N -3.249999 2.515113 -8.458338 -0.226 0.606 0.194 -0.502
C -3.770698 3.397145 -9.326469 0.248 -0.494 0.252 -0.239
C -4.229462 4.654467 -8.967015 0.009 0.039 0.152 -0.336
C -4.150989 5.024677 -7.632497 -0.040 0.108 0.032 -0.424
C -3.618778 4.131528 -6.713383 -0.045 0.047 -0.139 -0.240
C -3.183943 2.899029 -7.173647 0.064 -0.300 -0.508 -0.095
H -3.813787 3.060502 -10.357128 -0.020 0.066 0.021 0.370
H -4.637951 5.326549 -9.711271 0.024 -0.057 0.026 0.368
H -4.500916 5.999865 -7.311537 0.019 -0.063 -0.029 0.360
H -3.542890 4.387331 -5.663520 0.006 -0.024 -0.036 0.350
H -2.757080 2.167990 -6.494612 -0.015 0.063 0.005 0.424
N 0.866721 -5.050903 3.556259 -0.041 0.572 0.382 -0.548
C 0.153540 -5.042435 4.694565 0.267 -0.167 -0.543 -0.311
C 0.068114 -3.949717 5.543327 0.070 0.114 -0.063 -0.461
C 0.761974 -2.798826 5.200539 -0.019 0.094 0.067 -0.263
C 1.508298 -2.780462 4.031267 -0.057 0.000 0.067 -0.234
C 1.526851 -3.923161 3.248368 -0.277 -0.542 0.052 -0.162
H -0.368078 -5.966858 4.919833 0.000 0.058 0.038 0.372
H -0.524857 -3.998034 6.448130 0.033 -0.031 -0.051 0.388
H 0.721647 -1.922785 5.839198 0.019 -0.048 -0.030 0.494
H 2.062297 -1.898142 3.734680 -0.034 -0.031 -0.003 0.357
H 2.093109 -3.957184 2.322341 0.017 0.041 0.021 0.379
N 3.917254 3.055036 5.790974 -0.224 -0.200 0.550 -0.344
C 2.703270 2.491178 5.901323 0.526 0.252 -0.162 -0.087
C 2.186747 1.998542 7.088736 0.097 0.021 0.060 -0.369
C 2.968509 2.087918 8.231673 -0.020 -0.034 0.114 -0.431
C 4.227666 2.664122 8.145993 -0.149 -0.067 -0.003 -0.353
C 4.652114 3.130525 6.912141 -0.183 0.048 -0.555 -0.314
H 2.131987 2.441396 4.980498 0.071 -0.059 0.131 0.426
H 1.198627 1.555770 7.119406 0.035 0.019 -0.024 0.382
H 2.599945 1.712387 9.180034 0.030 0.028 -0.063 0.377
H 4.864475 2.749662 9.017517 -0.020 0.008 -0.064 0.370
H 5.627322 3.592273 6.795145 -0.024 -0.033 0.070 0.357

***

18
Properties=species:S:1:pos:R:3:forces:R:3:nbo_charge:R:1 method="wB97M-V/def2-TZVPD" multiplicity=1 orbital_gap_ev=8.353 e_homo_ev=-4.11 energy_ev=-9459.904 total_charge=-1 relative_energy_kcal_mol=2.9 lumo_ev=4.239
O -2.527309 -1.042733 -0.723964 -0.174 0.037 -0.258 -0.786
C -2.134660 -1.821351 0.162078 0.295 0.156 0.405 0.631
O -1.022209 -1.857056 0.740418 -0.188 -0.178 -0.062 -0.811
H -2.882250 -2.576955 0.527013 -0.084 -0.112 -0.061 -0.013
C 1.909818 -0.886691 0.294849 0.405 -0.051 0.014 -0.611
C 1.095505 0.360825 0.548986 -0.082 0.864 -0.016 -0.389
C 0.275452 0.792284 -0.667531 0.012 -0.329 0.125 -0.412
C -0.750441 1.893991 -0.399186 0.004 -0.438 0.054 -0.605
H 1.226680 -1.700448 0.062330 -0.037 -0.037 -0.070 0.252
H 2.475679 -1.175904 1.184898 0.021 -0.002 0.017 0.184
H 2.633120 -0.759241 -0.518515 -0.072 0.018 -0.051 0.171
H 1.707759 1.232359 0.835376 0.216 -0.274 0.162 0.157
H 0.433427 0.143134 1.387981 -0.197 0.069 -0.104 0.220
H -0.284482 -0.090235 -0.975407 -0.087 0.016 -0.154 0.254
H 0.958906 1.072310 -1.480264 -0.039 0.017 -0.006 0.161
H -1.258226 1.650892 0.536030 -0.099 0.111 -0.006 0.210
H -1.506639 1.855989 -1.182446 -0.071 0.169 -0.009 0.214
H -0.350133 2.908834 -0.332652 0.178 -0.035 0.018 0.170

***

15
Properties=species:S:1:pos:R:3:forces:R:3:nbo_charge:R:1 method="wB97M-V/def2-TZVPD" multiplicity=1 orbital_gap_ev=5.506 e_homo_ev=-6.84 energy_ev=-5340.993 total_charge=0 relative_energy_kcal_mol=144.7 lumo_ev=-1.338
C 0.221513 -0.662252 1.004814 -1.035 -0.770 -0.036 -0.684
C -0.137087 -0.672352 -0.443836 -0.008 0.883 -0.219 -0.025
C -1.248575 -0.002113 -0.985735 1.273 -0.399 0.062 -0.171
C -1.448482 -0.400061 -2.378066 0.695 -0.288 0.672 -0.394
C -2.130490 0.732617 -0.222023 -0.254 -0.769 -0.881 -0.382
H 0.528834 0.325072 1.346287 0.074 0.123 -0.219 0.241
H -0.712629 -0.881212 1.521601 0.043 -0.070 0.608 0.224
H 0.962774 -1.398780 1.299936 0.055 -0.023 -0.141 0.225
H 0.440678 -1.256891 -1.144209 0.529 0.331 -0.051 0.200
H 5.781441 1.723589 2.882993 -0.068 0.073 -0.030 0.000
H -1.794178 -1.398494 -2.613697 -0.808 0.267 0.118 0.198
H -0.631000 -0.071671 -3.017507 -0.329 0.038 -0.389 0.174
H 5.298043 2.247580 2.669664 0.067 -0.073 0.029 0.000
H -2.943274 1.205638 -0.753458 -0.172 0.174 0.275 0.206
H -2.187575 0.509329 0.833232 -0.062 0.503 0.204 0.188